No. 1
{
  "formula": "C11H28FNO4P",
  "method": "ωB97M-V/def2-TZVPD",
  "elements": ["C", "C", "F", "C", "C", "C", "O", "P", "O", "H", "H", "H", "H", "H", "H", "H", "H", "H", "H", "H", "H", "H", "C", "O", "C", "C", "N", "C", "C", "O", "C", "H", "H", "H", "H", "H", "H", "H", "H", "H", "H", "H", "H", "H", "H", "H"],
  "coordinates": [[-3.9394, 2.5093, 2.1948], [-3.0652, 3.9007, 2.1628], [-3.6665, 4.8027, 1.1297], [-1.4402, 3.6554, 1.8781], [-1.1294, 3.1710, 0.3427], [0.4169, 2.6722, -0.0409], [0.2462, 2.1745, -1.4463], [-1.0143, 3.1523, -2.2263], [-1.4282, 4.1055, -0.7854], [-4.7427, 2.4425, 1.3244], [-3.1820, 1.6171, 2.2084], [-4.5643, 2.5091, 3.2029], [-3.1829, 4.4150, 3.2148], [-0.9161, 4.6945, 2.0854], [-1.0733, 2.8170, 2.6430], [-1.7091, 2.1422, 0.2921], [0.8655, 1.9190, 0.7458], [1.1508, 3.5979, -0.2112], [-0.9870, 2.3436, -3.4525], [-2.1235, 2.2542, -1.8848], [-2.0761, 3.9450, -2.8359], [-0.0519, 4.1180, -2.7711], [2.7526, -5.4422, 0.0088], [3.3097, -4.1353, 0.0548], [3.4564, -3.5424, -1.2424], [2.4908, -2.3575, -1.4023], [1.1001, -2.8150, -1.4932], [0.1178, -1.7297, -1.3916], [0.0517, -0.9596, -0.0570], [-0.4200, -1.7428, 1.0404], [0.5863, -2.5008, 1.6981], [2.8042, -5.8691, 1.0138], [1.7039, -5.4066, -0.2948], [3.3195, -6.0869, -0.6703], [3.3300, -4.2757, -2.0513], [4.4827, -3.1632, -1.2986], [2.7484, -1.8025, -2.3105], [2.6313, -1.6967, -0.5415], [0.9194, -3.4797, -0.7439], [-0.8652, -2.1835, -1.5671], [0.2861, -1.0196, -2.2095], [-0.6848, -0.1578, -0.1854], [0.9944, -0.4607, 0.1913], [1.5629, -2.0084, 1.6784], [0.6497, -3.4983, 1.2598], [0.2848, -2.6248, 2.7432]],
  "energy_ha": -1232.6578,
  "charge": -1,
  "orbital_gap_ev": 6.21,
  "largest_force_ev_per_a": 4.323,
  "lumo_energy_ev": 2.6
}

=====

No. 2
{
  "formula": "C11H28O17V3",
  "method": "ωB97M-V/def2-TZVPD",
  "elements": ["O", "V", "O", "O", "V", "O", "O", "V", "O", "C", "O", "O", "O", "C", "O", "O", "O", "O", "H", "H", "O", "H", "H", "C", "C", "C", "O", "H", "H", "H", "H", "H", "H", "H", "H", "C", "C", "C", "O", "H", "H", "H", "H", "H", "H", "H", "H", "C", "C", "C", "O", "H", "H", "H", "H", "H", "H", "H", "H"],
  "coordinates": [[-31.2263, -3.4382, 22.6782], [-31.1247, -4.9835, 22.5714], [-31.6948, -5.5295, 21.2114], [-31.4988, -10.1237, 23.8307], [-30.5138, -8.9979, 23.3016], [-30.6505, -8.9324, 21.7025], [-28.9020, -6.6929, 27.3219], [-28.8249, -6.7498, 25.7480], [-27.7385, -5.7190, 25.1932], [-27.9993, -8.8985, 24.4058], [-28.5940, -7.9094, 23.8175], [-27.6593, -8.7441, 25.6418], [-28.6222, -10.0249, 24.1352], [-31.3399, -6.7302, 24.7209], [-30.9887, -7.6947, 25.4604], [-30.6438, -5.6586, 24.7922], [-31.5699, -7.0887, 23.5009], [-30.3712, -3.1540, 25.8449], [-30.5801, -2.9121, 26.7510], [-30.8205, -3.9969, 25.6956], [-30.3653, -9.7446, 27.0722], [-30.8165, -10.0770, 27.8518], [-30.8447, -8.9419, 26.8287], [-34.4069, -9.2110, 21.5989], [-34.3816, -7.7000, 21.3957], [-35.6390, -7.2018, 20.7021], [-34.3080, -7.0026, 22.6311], [-34.9764, -9.7458, 20.8339], [-34.7065, -9.5463, 22.5909], [-33.3962, -9.6230, 21.4735], [-33.5155, -7.4454, 20.7748], [-35.6145, -6.1187, 20.5598], [-36.4809, -7.3947, 21.3762], [-35.8323, -7.6676, 19.7378], [-33.4419, -7.1732, 23.0216], [-31.4051, -6.4375, 29.1984], [-32.1243, -5.4028, 28.3800], [-33.6076, -5.7642, 28.2259], [-31.9952, -4.1384, 29.0065], [-31.2390, -7.3414, 28.6122], [-31.9933, -6.7765, 30.0596], [-30.4454, -6.1030, 29.5863], [-31.7564, -5.4281, 27.3454], [-34.1674, -5.6402, 29.1528], [-33.7441, -6.8009, 27.8952], [-34.0681, -5.2045, 27.4034], [-32.3775, -3.4427, 28.4639], [-28.8813, -4.8043, 20.0259], [-28.1501, -5.5082, 21.1514], [-27.0409, -4.6548, 21.7076], [-29.1041, -5.7714, 22.1961], [-29.5379, -5.4807, 19.4802], [-28.1638, -4.3904, 19.3145], [-29.4681, -3.9596, 20.3946], [-27.7590, -6.4693, 20.8132], [-26.5230, -5.1324, 22.5413], [-27.4247, -3.6879, 22.0376], [-26.2627, -4.4624, 20.9636], [-28.8384, -6.5445, 22.7415]],
  "energy_ha": -4547.2507,
  "charge": -1,
  "orbital_gap_ev": 7.61,
  "largest_force_ev_per_a": 8.179,
  "relative_energy_kcal_mol": 0.0,
  "lumo_energy_ev": 0.6
}

=====

No. 3
{
  "formula": "C11H28O2Si2",
  "method": "ωB97M-V/def2-TZVPD",
  "elements": ["C", "O", "C", "C", "C", "C", "C", "C", "C", "C", "C", "C", "Si", "O", "Si", "H", "H", "H", "H", "H", "H", "H", "H", "H", "H", "H", "H", "H", "H", "H", "H", "H", "H", "H", "H", "H", "H", "H", "H", "H", "H", "H", "H"],
  "coordinates": [[3.5960, -1.0580, 1.5961], [3.1029, -0.3367, 0.4998], [1.9288, 0.4235, 0.7640], [2.0728, 1.8367, 0.2088], [1.4775, 2.0432, -1.1928], [0.2025, 2.8959, -1.2984], [-0.8238, 2.7583, -0.1849], [-1.4247, 1.3650, -0.1084], [-2.6126, 1.2353, 0.8377], [-3.4489, -0.0048, 0.5674], [-2.6815, -1.3185, 0.7701], [-2.4637, -2.1761, -0.4944], [-0.7351, -2.1970, -1.1626], [0.2037, -3.2369, -0.2652], [1.8192, -3.3624, -0.5825], [2.8078, -1.6226, 2.0997], [4.0835, -0.4041, 2.3243], [4.3316, -1.7642, 1.2229], [1.7474, 0.4469, 1.8396], [1.1046, -0.0954, 0.2728], [3.1467, 2.0113, 0.1578], [1.6776, 2.5603, 0.9181], [2.2330, 2.5196, -1.8153], [1.3075, 1.0641, -1.6418], [0.4749, 3.9422, -1.4315], [-0.3022, 2.6038, -2.2224], [-1.6165, 3.4889, -0.3586], [-0.3921, 3.0093, 0.7856], [-1.7212, 1.0503, -1.1138], [-0.6398, 0.6760, 0.2041], [-3.2369, 2.1240, 0.7524], [-2.2473, 1.1544, 1.8634], [-3.8600, 0.0545, -0.4413], [-4.2979, 0.0075, 1.2506], [-1.7255, -1.1057, 1.2524], [-3.2354, -1.9240, 1.4845], [-2.7950, -3.1973, -0.3117], [-3.0996, -1.8028, -1.3014], [-0.1156, -0.8570, -1.0937], [-0.7250, -2.6363, -2.5805], [2.5905, -2.9900, 0.6176], [2.1776, -2.4366, -1.6827], [2.1139, -4.7446, -1.0062]],
  "energy_ha": -1165.4057,
  "orbital_gap_ev": 10.59,
  "largest_force_ev_per_a": 0.457,
  "lumo_energy_ev": 1.0
}

=====

No. 4
{
  "formula": "C11H29GeN3NiSe",
  "method": "ωB97M-V/def2-TZVPD",
  "elements": ["Ni", "C", "C", "N", "C", "C", "N", "C", "C", "N", "H", "H", "H", "H", "H", "H", "H", "H", "H", "H", "H", "H", "H", "H", "H", "C", "Ge", "C", "C", "C", "Se", "C", "H", "H", "H", "H", "H", "H", "H", "H", "H", "H", "H", "H", "H", "H"],
  "coordinates": [[-1.8732, -1.4898, -1.5004], [0.0796, -2.4813, -3.1279], [0.7580, -2.5473, -1.7638], [-0.3245, -2.2282, -0.7365], [-3.5031, -2.5902, -0.3930], [-2.9918, -1.6468, 0.4473], [-3.1632, -0.5779, -2.3659], [-2.7108, 0.0241, -3.6086], [-1.6910, -0.9610, -4.1858], [-0.8236, -1.2944, -3.0634], [-0.5867, -3.3975, -3.2876], [0.7179, -2.3871, -4.0616], [1.5942, -1.8256, -1.6431], [1.1364, -3.5077, -1.5286], [-0.3136, -2.8563, 0.0407], [-3.1566, -3.6459, -0.3794], [-4.3984, -2.3892, -1.0240], [-2.1988, -1.8180, 1.2300], [-3.4540, -0.6974, 0.4413], [-4.1133, -0.3250, -2.0739], [-2.3633, 1.0598, -3.4707], [-3.5784, 0.1343, -4.2312], [-1.1451, -0.5583, -4.9968], [-2.2657, -1.8081, -4.5343], [-0.1817, -0.4779, -2.9381], [3.7069, 0.3814, 3.7364], [2.6476, 1.7684, 2.9582], [1.5359, 2.8498, 4.0895], [3.5008, 3.0083, 1.7207], [1.2855, 0.4808, 2.0040], [0.7956, 1.0639, 0.3236], [-0.2148, 2.6098, 0.9278], [4.2697, 0.6670, 4.6024], [4.2963, -0.0543, 2.8936], [2.9396, -0.4039, 4.0055], [1.3496, 3.8134, 3.6256], [2.0175, 3.0587, 5.0245], [0.5845, 2.3606, 4.3297], [3.5994, 3.9111, 2.3370], [2.8180, 3.3040, 0.9499], [4.4989, 2.8254, 1.3053], [0.4743, 0.4993, 2.7302], [1.7265, -0.4851, 1.9036], [0.4301, 3.4439, 1.2556], [-0.7886, 2.3163, 1.8224], [-0.9228, 2.8736, 0.2099]],
  "energy_ha": -6586.7354,
  "charge": 2,
  "multiplicity": 3,
  "orbital_gap_ev": [8.51, 5.30],
  "largest_force_ev_per_a": 2.400,
  "s2": 2.0281,
  "lumo_energy_ev": [-6.6, -9.1]
}